[1]
The following is a DFT calculation (ωB97M-V with the def2-TZVPD basis set) of C33H20N9O9SeW as an isolated structure.

The geometry in ORCA input format:
```
! wB97M-V def2-TZVPD RIJCOSX def2/J DEFGRID3
* xyz -1 1
C -0.23652 4.96578 1.76281
C -5.43048 -0.88939 -0.97377
Se -3.19576 1.47654 1.18672
W -0.13878 0.34193 -0.36075
C -3.94249 -3.29443 3.00299
C -0.83706 -1.83439 1.46711
N -2.01078 -3.52087 -1.77201
O -0.10642 1.32602 1.59694
C -3.92089 -0.85836 -2.85601
C -2.86803 -3.68653 -2.75284
C 1.34101 0.70721 -4.46627
C -1.75556 -2.77509 2.15100
H 2.12300 2.33561 -7.88784
H 1.65466 2.46473 -1.78689
C -3.07585 -2.40883 2.37916
C -0.15798 2.60993 1.49472
O 1.83319 -0.85990 -2.75042
C -0.21671 3.63788 2.54112
O -1.33927 -0.77712 0.91672
N 1.04531 -1.09015 0.68590
C 1.90824 1.87529 -6.93062
C -4.52129 0.01737 -0.34616
H -0.27870 -4.30638 2.34473
C -5.10099 -1.34013 -2.20525
C 2.33370 -1.01829 0.80769
H 4.02689 3.01030 -2.03698
H 3.02652 -0.52397 -4.82373
C 2.42511 0.27793 -5.23184
H -1.82481 -5.89658 3.45649
N 0.42808 -2.09703 1.41594
H -3.42083 -1.43428 2.06547
H 4.94287 -0.31795 0.51089
O 0.14130 0.58326 -2.43922
C 3.17123 -1.95175 1.61479
C -3.32343 0.36072 -1.05985
H 3.84339 -1.39309 2.26728
H -0.60475 1.74648 -3.44974
C -2.17401 -4.91554 3.16121
H 3.78079 -2.57089 0.95218
H -4.17279 -5.24030 3.87313
H -3.71675 -1.19066 -3.86677
O -0.54172 2.22412 -4.30684
C -0.18016 3.16832 0.23696
C -1.33172 -2.44433 -1.62112
C 0.52663 1.74133 -4.95769
C -1.30554 -4.03281 2.54283
C 4.69441 1.39459 -0.76524
C 0.82750 2.31691 -6.19714
C 4.25751 0.33620 -0.00701
C 2.88873 0.08340 0.08133
C 1.12164 0.04652 -3.13783
N -3.06640 -0.03331 -2.33105
H 5.74973 1.60961 -0.86516
C 2.40626 1.88115 -1.28172
O -0.25099 3.51135 3.74156
N -0.71387 -1.49733 -1.34992
N 1.95778 0.84751 -0.52996
O -0.27278 6.06387 2.24314
H 2.53947 -2.59554 2.21589
N -4.66248 0.54929 0.85698
C 3.74169 2.17457 -1.41395
H -4.97025 -3.00360 3.17905
H 3.56640 0.50123 -7.03271
H -5.71477 -2.05911 -2.72993
C -0.19402 4.62510 0.26234
O -0.16458 5.41697 -0.65087
N -2.45127 1.09898 -0.38752
C -3.49378 -4.54678 3.39304
C 2.72071 0.84828 -6.45392
N -3.65589 -3.91412 -3.57454
H -6.32991 -1.19799 -0.45833
H 0.18816 3.11322 -6.55469
O -0.14563 2.36014 -0.79139
*
```

Properties
Gap between HOMO and LUMO (alpha / beta), eV: 5.5 / 5.5
HOMO (alpha / beta), eV: -4.83 / -4.83
M, g mol⁻¹: 949.38
E_LUMO (alpha / beta), eV: 0.68 / 0.68
Total energy, a.u.: -4908.22682
Energy relative to the best compared isomer or geometry (same formula, charge and spin), kcal/mol: 9.8

---

[2]
The following is a DFT calculation (ωB97M-V with the def2-TZVPD basis set) of C15H32InN6O7 as an isolated structure.

The geometry in ORCA input format:
```
! wB97M-V def2-TZVPD RIJCOSX def2/J DEFGRID3
* xyz 1 1
N 2.03018 0.26518 2.85723
H -1.75591 -2.49376 -2.91351
H -4.02226 -0.97031 2.86368
H 1.00797 -1.54392 2.71939
C 4.00092 2.03973 1.87920
H -0.69730 3.53164 -3.39755
C 1.49396 0.30017 -4.26991
H 5.01313 1.88647 1.47957
N 3.08199 1.29799 1.05400
In -1.40254 -0.55707 -1.00259
H 4.30156 1.22659 -0.65005
C 1.03382 -0.65053 3.35918
H -2.49395 -0.98533 3.78324
O -1.75163 2.48313 -1.45125
N -2.55659 -0.53864 0.78726
H 1.35908 -0.64660 -4.80890
H -3.24690 -2.51334 3.31447
C 0.50688 0.40845 -3.15749
C -3.06897 -1.48450 2.99133
H -1.68362 2.40825 -4.36354
C -2.44352 -1.75381 -2.49666
N 0.46094 -0.55984 -2.20250
C 2.52974 1.27387 3.76025
C -0.80760 -3.42603 2.39413
C -0.38917 1.48538 -2.98491
O 1.11465 0.16521 0.73322
N -1.12827 1.46893 -1.82401
H -2.84201 -0.97653 -3.35511
C -1.22731 -2.37453 1.41879
H -0.70647 -3.01122 3.40955
O -3.62102 0.29940 0.97284
C 3.93320 1.63679 3.33279
H 4.30625 2.45825 3.95394
O 1.42050 -1.41034 -2.08499
H 1.34478 1.12906 -4.96997
C -2.32034 -1.46926 1.71105
C 3.26013 1.46120 -0.37032
H 0.05483 2.60562 -4.74240
H -1.57416 -4.21309 2.45120
C -0.68311 2.57833 -3.93841
H -3.94651 0.04835 -4.33746
O 0.62988 -2.71880 0.11221
O -4.18881 0.74308 -1.51205
H 2.52266 0.35114 -3.89093
H 1.87891 2.16637 3.74476
H 1.02219 -2.22584 -0.69730
H 4.57858 0.76712 3.49097
N -0.56610 -2.10693 0.29417
H 0.01863 -0.20505 3.36646
H -3.28336 -2.26167 -1.99871
H 3.79716 3.11844 1.78220
H -3.86200 0.56575 0.00654
H -5.06862 0.33356 -1.54672
O -3.20845 0.17366 -3.71619
C 2.01135 0.55891 1.50322
H 3.06494 2.49983 -0.68833
H 2.50306 0.85048 4.76838
H -3.75961 0.55192 -2.50273
H 1.29670 -0.95362 4.38555
H 2.58432 0.78308 -0.88489
H 0.14320 -3.87079 2.07864
*
```

Properties
Gap between HOMO and LUMO (alpha / beta), eV: 3.0 / 3.0
HOMO (alpha / beta), eV: -9.83 / -9.83
M, g mol⁻¹: 523.27
E_LUMO (alpha / beta), eV: -6.81 / -6.82
Total energy, a.u.: -1635.54154
Energy relative to the best compared isomer or geometry (same formula, charge and spin), kcal/mol: 0.0

---

[3]
The following is a DFT calculation (ωB97M-V with the def2-TZVPD basis set) of C23H54N7O8Sr as an isolated structure.

The geometry in ORCA input format:
```
! wB97M-V def2-TZVPD RIJCOSX def2/J DEFGRID3
* xyz 1 1
H 12.28470 7.36710 14.83198
N 16.07106 10.91773 9.05781
N 10.87461 13.19456 16.21198
H 7.40640 9.85828 14.24856
H 6.82161 12.24106 14.74015
N 10.56770 11.99664 6.91221
O 13.60937 13.13132 13.19624
C 12.62184 7.86101 13.92763
H 8.94779 17.44273 12.01237
H 15.09944 12.30599 8.05122
C 9.35280 13.33759 16.18151
H 14.17361 10.92179 13.50798
H 15.29386 17.64130 10.68941
H 13.26854 15.77397 8.43280
H 10.57530 10.72444 5.26352
H 11.23643 12.29866 18.10674
H 15.56340 16.21057 11.69822
N 13.50338 9.04751 14.23842
O 10.58957 14.51450 12.43394
C 13.41485 10.14635 13.43025
H 8.98477 13.96531 16.96213
O 14.26794 11.91362 9.88910
H 13.24239 7.10969 13.38137
H 8.96686 10.62274 6.13859
C 9.79363 11.30152 5.81548
H 5.72779 11.99299 13.43867
H 11.26006 14.16380 17.97590
C 10.51966 11.59832 8.17924
H 15.61672 8.63985 14.40176
Sr 11.91769 12.49882 11.64662
H 14.49211 8.02038 15.71919
H 6.70027 13.42824 13.37212
O 9.31523 11.45754 11.47948
C 10.45012 15.14646 13.45835
C 11.50964 13.22465 17.50851
C 9.32406 16.76916 14.97275
H 13.91448 14.89188 11.79538
C 15.06546 11.03366 9.98255
C 14.62188 13.10901 14.08534
H 17.89663 9.92473 8.71574
H 12.58765 13.27798 17.50205
C 11.48255 13.10020 6.58416
C 8.19772 10.27384 13.63079
C 15.19848 14.52094 14.26949
H 9.91591 10.64380 8.21661
H 14.41493 15.19079 14.65304
N 7.72068 11.52527 13.01278
H 8.41450 15.77302 11.94703
H 7.62994 16.91307 13.08115
C 8.44563 12.09011 12.02031
O 11.14507 12.06305 9.10125
H 12.35140 12.15932 15.18377
H 16.92289 12.22755 7.67178
H 8.41060 13.18470 11.67390
C 14.68628 8.82481 15.01913
H 9.17992 17.87260 14.97263
H 9.14819 13.73937 15.18668
H 14.88208 9.76493 15.54751
H 14.99211 10.31526 10.77236
H 10.94181 13.92273 6.16385
C 8.60257 16.56142 12.63081
H 12.04150 13.42450 7.47912
C 15.47057 16.59648 10.73472
H 14.81178 16.51220 8.25073
C 15.98483 11.67722 7.87698
O 10.66209 12.29467 14.13657
H 10.04390 16.48342 15.72094
H 8.37260 9.52100 12.83225
O 12.49536 10.27880 12.64050
H 11.20236 15.03320 14.24781
H 15.48547 12.43744 13.81868
H 15.94388 14.46193 15.08324
C 6.69212 12.41517 13.66955
O 12.55871 14.54621 10.30586
H 8.32793 16.48527 15.34218
H 16.43103 16.40092 10.27053
H 16.54355 9.11160 8.12756
H 9.39001 11.94346 5.08548
C 13.57328 15.07818 10.77339
H 12.12459 12.76804 5.77166
C 11.30028 12.50411 15.14383
C 13.96400 16.43198 8.87199
H 13.47345 17.40120 9.03598
H 8.88949 12.32719 16.29199
H 14.29061 12.60572 15.03783
H 15.73512 11.12493 7.00979
H 9.11266 10.29898 14.16625
H 11.74780 8.14673 13.25818
H 15.55945 14.83618 13.26597
C 16.85433 9.73155 8.96199
H 16.86488 9.00405 9.74404
N 9.58180 16.14361 13.68391
N 14.40186 15.88822 10.11325
*
```

Properties
Gap between HOMO and LUMO, eV: 8.4
HOMO, eV: -9.80
M, g mol⁻¹: 644.35
E_LUMO, eV: -1.44
Total energy, a.u.: -1924.59225